Entry 1:
{
  "formula": "C28H24IN4Pt",
  "method": "wB97M-V/def2-TZVPD",
  "homo_ev": [-16.437, -16.437],
  "lumo_ev": [-12.26, -12.26],
  "total_charge": 3,
  "multiplicity": 1,
  "elements": ["Pt", "C", "N", "C", "C", "C", "C", "C", "C", "N", "C", "C", "C", "C", "C", "C", "N", "C", "C", "C", "C", "C", "N", "H", "H", "H", "H", "H", "H", "H", "H", "H", "H", "H", "H", "H", "H", "H", "H", "H", "H", "I", "C", "C", "C", "C", "C", "C", "C", "C", "C", "C", "H", "H", "H", "H", "H", "H"],
  "coordinates": [[0.137, -0.046, -0.007], [-3.206, 0.061, -0.167], [-2.188, -0.961, -0.435], [-2.294, -2.093, 0.477], [-1.752, -1.781, 1.849], [-2.237, -2.423, 2.982], [-1.598, -2.222, 4.194], [-0.521, -1.351, 4.255], [-0.140, -0.695, 3.097], [-0.734, -0.927, 1.934], [-2.161, -1.352, -1.839], [-1.490, -0.320, -2.710], [-1.832, -0.171, -4.049], [-1.077, 0.675, -4.844], [-0.030, 1.384, -4.276], [0.205, 1.235, -2.920], [-0.500, 0.392, -2.176], [-2.717, 1.405, 0.297], [-3.683, 2.378, 0.554], [-3.291, 3.630, 0.980], [-1.935, 3.882, 1.141], [-1.040, 2.866, 0.867], [-1.421, 1.658, 0.455], [-3.802, 0.238, -1.069], [-3.904, -0.300, 0.598], [-3.332, -2.443, 0.559], [-1.711, -2.936, 0.085], [-3.096, -3.072, 2.906], [-1.937, -2.741, 5.078], [0.008, -1.175, 5.176], [0.658, 0.037, 3.106], [-1.593, -2.285, -1.949], [-3.172, -1.555, -2.215], [-2.670, -0.715, -4.453], [-1.304, 0.775, -5.895], [0.586, 2.044, -4.864], [0.973, 1.811, -2.419], [-4.729, 2.143, 0.416], [-4.023, 4.394, 1.182], [-1.582, 4.843, 1.472], [0.020, 3.040, 0.988], [1.231, -2.718, -0.803], [3.173, -1.954, -0.445], [4.242, -2.803, -0.655], [5.539, -2.344, -0.433], [5.742, -1.045, -0.004], [4.658, -0.167, 0.215], [4.872, 1.154, 0.651], [3.818, 2.016, 0.861], [2.510, 1.576, 0.641], [2.248, 0.282, 0.215], [3.313, -0.620, -0.009], [4.072, -3.816, -0.991], [6.374, -3.008, -0.599], [6.743, -0.679, 0.171], [5.887, 1.488, 0.819], [3.992, 3.028, 1.194], [1.704, 2.281, 0.813]]
}



Entry 2:
{
  "formula": "C17H31Cl2N4SeSiTeV",
  "method": "wB97M-V/def2-TZVPD",
  "homo_ev": [-10.162, -9.452],
  "lumo_ev": [-2.25, -2.06],
  "s_squared": 0.84,
  "total_charge": 1,
  "multiplicity": 2,
  "elements": ["V", "C", "C", "C", "C", "C", "C", "N", "N", "Si", "C", "C", "C", "H", "H", "H", "H", "H", "H", "H", "H", "H", "H", "H", "H", "H", "H", "H", "Cl", "C", "Cl", "H", "H", "C", "N", "C", "C", "N", "C", "C", "Se", "H", "H", "H", "H", "H", "H", "H", "H", "C", "Te", "C", "H", "H", "H", "H", "H", "H"],
  "coordinates": [[-0.676, -0.579, -0.597], [-1.990, 2.892, -1.511], [-1.858, 2.426, -0.088], [-2.424, 3.102, 0.968], [-2.239, 2.599, 2.265], [-1.492, 1.465, 2.489], [-0.890, 0.831, 1.383], [-1.099, 1.334, 0.130], [-0.154, -0.314, 1.339], [0.460, -1.186, 2.725], [1.616, -0.044, 3.662], [1.436, -2.626, 2.014], [-0.924, -1.828, 3.815], [-1.622, 3.914, -1.617], [-3.030, 2.899, -1.840], [-1.420, 2.241, -2.172], [-3.006, 3.997, 0.794], [-2.701, 3.110, 3.102], [-1.369, 1.059, 3.484], [2.429, 0.276, 2.998], [2.066, -0.547, 4.525], [1.113, 0.855, 4.028], [1.679, -2.424, 0.969], [0.886, -3.570, 2.049], [2.374, -2.764, 2.568], [-1.334, -1.072, 4.491], [-0.562, -2.654, 4.436], [-1.747, -2.214, 3.205], [-1.023, -3.142, -0.211], [-0.698, -4.430, -1.453], [-0.253, -3.782, -3.008], [-1.618, -4.988, -1.531], [0.107, -5.026, -1.050], [4.042, -1.756, -0.774], [3.622, -0.359, -0.714], [4.357, 0.631, -0.087], [3.725, 1.794, -0.315], [2.614, 1.503, -1.085], [1.695, 2.503, -1.614], [2.528, 0.178, -1.284], [1.220, -0.787, -2.260], [4.941, -1.841, -1.379], [3.249, -2.340, -1.225], [4.236, -2.118, 0.231], [5.273, 0.409, 0.435], [3.967, 2.805, -0.030], [2.230, 3.442, -1.722], [0.850, 2.622, -0.949], [1.344, 2.174, -2.585], [-2.260, 0.256, -4.174], [-2.665, -1.017, -2.507], [-4.391, 0.050, -1.832], [-2.632, 1.256, -3.958], [-2.747, -0.143, -5.059], [-1.183, 0.292, -4.318], [-5.017, 0.282, -2.691], [-4.096, 0.956, -1.309], [-4.938, -0.602, -1.154]]
}



Entry 3:
{
  "formula": "C10H21AlClI2N3OP2",
  "method": "wB97M-V/def2-TZVPD",
  "homo_ev": -14.215,
  "lumo_ev": -10.06,
  "total_charge": 2,
  "multiplicity": 1,
  "elements": ["I", "I", "Al", "P", "C", "C", "H", "H", "H", "C", "H", "H", "H", "H", "H", "H", "C", "O", "Cl", "C", "N", "C", "N", "C", "N", "C", "P", "C", "C", "H", "H", "H", "H", "H", "H", "H", "H", "H", "H", "H", "H"],
  "coordinates": [[1.850, -3.718, -2.670], [-0.882, -3.633, -1.828], [0.589, -1.189, -1.348], [-0.089, 0.500, -3.268], [-1.644, 0.783, -4.229], [0.724, 2.083, -3.738], [1.781, -0.790, -4.048], [0.725, -0.243, -5.428], [0.263, -1.650, -4.373], [0.746, -0.658, -4.406], [1.749, 2.106, -3.333], [0.764, 2.219, -4.838], [-1.500, 1.057, -5.295], [-2.277, 1.593, -3.816], [0.178, 2.943, -3.311], [-2.313, -0.099, -4.247], [-1.823, -0.297, -1.246], [-2.937, 0.064, -1.152], [2.627, -0.164, -1.450], [1.324, -0.354, 3.946], [1.180, 0.904, 3.214], [-0.104, 1.576, 3.512], [-1.230, 0.657, 3.286], [-1.019, -0.603, 4.020], [0.229, -1.256, 3.665], [0.241, -1.826, 2.298], [0.059, -0.459, 1.012], [1.375, 0.650, 1.763], [-1.439, 0.336, 1.840], [1.288, -0.128, 5.016], [2.289, -0.798, 3.672], [-0.191, 2.462, 2.856], [-0.077, 1.932, 4.554], [-1.860, -1.278, 3.816], [-0.933, -0.382, 5.089], [1.191, -2.350, 2.101], [-0.538, -2.610, 2.222], [1.403, 1.639, 1.256], [2.314, 0.062, 1.683], [-2.293, -0.367, 1.848], [-1.741, 1.284, 1.357]]
}



Entry 4:
{
  "formula": "C31H25N3O4Pb",
  "method": "wB97M-V/def2-TZVPD",
  "homo_ev": -7.337,
  "lumo_ev": -1.07,
  "total_charge": 0,
  "multiplicity": 1,
  "elements": ["Pb", "O", "C", "O", "C", "C", "C", "N", "C", "C", "C", "O", "O", "H", "H", "H", "C", "C", "C", "C", "C", "C", "C", "C", "C", "C", "C", "C", "C", "C", "C", "N", "H", "H", "H", "H", "H", "H", "H", "H", "H", "H", "C", "N", "C", "C", "C", "C", "C", "C", "C", "C", "H", "H", "H", "H", "H", "H", "H", "H", "H", "H", "H", "H"],
  "coordinates": [[0.212, 0.039, -0.033], [-0.614, 0.400, 7.062], [0.387, -0.164, 6.601], [1.404, -0.673, 7.097], [0.382, -0.233, 5.043], [1.580, -0.062, 4.351], [1.567, -0.065, 2.977], [0.428, -0.222, 2.282], [-0.725, -0.412, 2.935], [-0.784, -0.438, 4.314], [-1.977, -0.546, 2.087], [-3.010, -0.898, 2.605], [-1.821, -0.244, 0.827], [2.505, 0.067, 4.896], [2.479, 0.055, 2.403], [-1.739, -0.593, 4.795], [1.919, 4.217, 0.083], [0.896, 4.954, -0.495], [-0.293, 4.339, -0.855], [-0.456, 2.966, -0.678], [0.586, 2.243, -0.111], [1.757, 2.852, 0.294], [-1.684, 2.273, -1.129], [-2.947, 2.903, -1.107], [-4.039, 2.206, -1.527], [-3.888, 0.891, -2.021], [-4.972, 0.115, -2.493], [-4.766, -1.154, -2.949], [-3.460, -1.692, -2.978], [-2.397, -0.967, -2.524], [-2.592, 0.334, -2.011], [-1.526, 1.039, -1.534], [2.845, 4.697, 0.372], [1.029, 6.013, -0.673], [-1.083, 4.920, -1.314], [2.545, 2.286, 0.775], [-3.037, 3.901, -0.704], [-5.027, 2.647, -1.479], [-5.965, 0.548, -2.485], [-5.600, -1.756, -3.284], [-3.306, -2.695, -3.355], [-1.395, -1.375, -2.542], [3.511, 0.743, -1.801], [2.813, -0.336, -1.103], [3.715, -0.965, -0.132], [2.340, -1.321, -2.082], [1.492, -2.396, -1.448], [1.781, -3.743, -1.633], [1.021, -4.722, -1.004], [-0.050, -4.369, -0.198], [-0.362, -3.027, -0.004], [0.418, -2.075, -0.631], [4.357, 0.358, -2.383], [3.894, 1.458, -1.078], [2.826, 1.266, -2.469], [4.632, -1.322, -0.617], [3.224, -1.807, 0.354], [3.991, -0.237, 0.630], [3.188, -1.780, -2.606], [1.741, -0.779, -2.822], [2.612, -4.025, -2.271], [1.278, -5.764, -1.138], [-0.639, -5.129, 0.298], [-1.199, -2.742, 0.621]]
}